1.
Below is a 11-piece molecular cluster, C49H91N11O6 overall at a distorted geometry, with properties calculated with wB97M-V/def2-TZVPD.

Geometry as XYZ:
```
157
C49H91N11O6 wB97M-V/def2-TZVPD
C 10.81 7.68 13.36
O 12.15 7.65 13.06
C 12.56 7.00 11.93
C 14.02 7.52 11.55
C 14.94 7.69 12.80
N 13.96 8.84 10.86
H 10.63 8.19 14.37
H 10.22 6.77 13.34
H 10.30 8.39 12.68
H 12.79 5.98 12.07
H 11.95 7.07 11.02
H 14.47 6.71 10.96
H 14.54 8.48 13.37
H 15.98 7.93 12.55
H 14.90 6.78 13.47
H 13.78 9.58 11.46
H 13.21 8.89 10.15
C 17.76 12.40 17.13
O 18.54 13.44 16.49
C 19.74 12.93 16.08
C 20.43 14.05 15.28
C 19.33 14.69 14.36
N 21.58 13.54 14.54
H 18.17 12.06 18.04
H 17.75 11.48 16.49
H 16.81 12.91 17.20
H 20.31 12.52 16.90
H 19.50 12.14 15.44
H 20.74 14.82 15.93
H 18.75 13.91 13.82
H 19.84 15.31 13.61
H 18.56 15.33 14.82
H 22.05 14.24 13.96
H 21.30 12.80 13.86
C 15.96 16.67 12.41
O 14.71 17.42 12.30
C 14.75 18.67 12.91
C 13.48 19.45 12.49
C 13.52 19.65 10.93
N 13.38 20.72 13.27
H 16.67 16.95 13.26
H 16.54 16.79 11.52
H 15.66 15.66 12.60
H 14.68 18.50 13.97
H 15.68 19.18 12.57
H 12.68 18.85 12.71
H 14.31 20.41 10.82
H 12.50 20.05 10.74
H 13.72 18.80 10.32
H 14.19 21.28 13.14
H 12.58 21.34 12.98
C 8.44 13.42 9.17
O 9.04 12.25 9.64
C 10.28 12.39 10.24
C 11.25 11.44 9.63
C 11.34 11.50 8.15
N 10.88 10.03 10.01
H 9.13 13.96 8.55
H 8.18 14.18 9.97
H 7.60 13.09 8.56
H 10.61 13.40 10.12
H 10.08 12.23 11.32
H 12.21 11.64 10.07
H 10.33 11.22 7.82
H 12.05 10.75 7.76
H 11.67 12.48 7.80
H 11.05 10.01 11.03
H 9.95 9.88 9.75
C 10.12 16.14 12.92
O 8.76 16.10 13.23
C 8.49 16.31 14.53
C 7.72 17.60 14.69
C 7.61 17.89 16.15
N 6.35 17.73 14.01
H 10.62 15.21 13.18
H 10.64 17.00 13.35
H 10.14 16.22 11.82
H 7.97 15.50 14.96
H 9.41 16.41 15.11
H 8.32 18.43 14.15
H 7.14 17.06 16.71
H 6.94 18.80 16.29
H 8.55 18.01 16.66
H 5.76 16.94 14.26
H 6.60 17.64 13.05
C 15.89 11.65 13.37
O 14.53 11.29 13.62
C 13.72 12.23 13.02
C 12.30 12.11 13.53
C 12.11 12.66 14.91
N 11.87 10.71 13.37
H 16.01 12.65 13.73
H 16.21 11.53 12.37
H 16.63 11.06 13.91
H 13.95 13.29 13.24
H 13.64 12.08 11.98
H 11.71 12.73 12.82
H 12.45 13.68 15.02
H 12.75 12.03 15.52
H 11.13 12.44 15.26
H 10.99 10.55 13.78
H 12.41 10.07 13.88
C 17.42 11.30 9.97
C 16.03 11.65 9.97
C 15.72 13.00 10.28
N 16.63 13.89 10.69
C 17.90 13.53 10.75
C 18.35 12.27 10.43
H 17.83 10.28 9.75
H 15.23 10.96 9.89
H 14.71 13.34 10.14
H 18.59 14.31 11.07
H 19.40 12.05 10.34
C 12.89 18.74 18.11
C 12.14 17.57 18.37
C 11.52 16.84 17.40
N 11.69 17.17 16.08
C 12.45 18.21 15.78
C 13.07 19.04 16.79
H 13.33 19.23 18.96
H 11.98 17.32 19.44
H 10.96 15.96 17.52
H 12.47 18.54 14.76
H 13.63 19.86 16.37
C 15.97 15.77 18.06
C 15.34 15.88 16.79
C 14.26 15.03 16.49
N 13.85 14.10 17.39
C 14.53 13.98 18.57
C 15.59 14.77 18.95
H 16.81 16.46 18.34
H 15.68 16.60 16.05
H 13.69 15.05 15.53
H 14.11 13.22 19.21
H 16.21 14.51 19.79
C 7.81 11.03 12.80
C 8.49 11.59 13.87
C 8.45 10.87 15.07
N 7.88 9.62 15.19
C 7.19 9.16 14.15
C 7.18 9.84 12.92
H 7.85 11.56 11.85
H 8.97 12.49 13.83
H 8.99 11.24 15.97
H 6.82 8.14 14.26
H 6.59 9.51 12.10
C 14.57 9.63 16.33
C 15.75 8.91 16.40
C 16.56 9.09 17.58
N 16.27 9.90 18.55
C 15.08 10.57 18.44
C 14.24 10.48 17.43
H 13.89 9.62 15.48
H 16.02 8.22 15.60
H 17.42 8.39 17.68
H 14.87 11.15 19.29
H 13.33 11.12 17.38
```

Its HOMO-LUMO gap is 0.33973 Eh. The calculation puts the calculated total energy at -80957.759 eV.

Results of the Mulliken charge analysis, in e, for atoms 1 through 5:
1 C -0.94
2 O -0.05
3 C -0.79
4 C 0.10
5 C -0.70

2.
Below is one molecule with the formula C4H9NO2, with properties calculated with wB97M-V/def2-TZVPD.

Geometry as XYZ:
```
16
C4H9NO2 wB97M-V/def2-TZVPD
C -1.57 -0.13 -1.26
C -0.59 0.58 -0.33
O -1.26 1.48 0.53
C 0.16 -0.41 0.57
C 1.45 -0.94 -0.03
N 2.39 0.02 -0.29
O 1.63 -2.12 -0.29
H -2.36 -0.59 -0.67
H -1.07 -0.91 -1.85
H -2.03 0.58 -1.97
H 0.15 1.13 -0.94
H -1.79 2.07 -0.01
H 0.39 0.12 1.51
H -0.47 -1.27 0.82
H 3.31 -0.30 -0.57
H 2.31 0.95 0.09
```

The relative energy (zero: lowest compared OMol25 entry of this formula, charge and spin) is 11.7 kcal/mol. Its HOMO-LUMO gap is 0.39020 Eh. The calculation puts the calculated total energy at -9879.554 eV.

Results of the Mulliken charge analysis, in e, for atoms 1 through 5:
1 C -1.43
2 C 0.43
3 O -0.55
4 C -0.70
5 C 0.46

3.
Below is C21H54BF6N2O11V as an isolated structure at a distorted geometry, with properties calculated with wB97M-V/def2-TZVPD.

Geometry as XYZ:
```
96
C21H54BF6N2O11V wB97M-V/def2-TZVPD
V -10.59 4.01 1.30
C -7.56 5.70 1.60
O -7.62 6.43 0.38
O -8.75 5.16 1.86
C -6.33 4.80 1.50
F -6.38 3.95 0.45
F -5.17 5.50 1.36
F -6.16 4.06 2.62
C -7.02 7.70 0.19
C -6.58 7.75 -1.25
H -7.33 7.37 -1.95
H -6.45 8.80 -1.54
H -5.65 7.23 -1.50
H -6.17 7.87 0.86
H -7.77 8.48 0.30
H -7.35 6.43 2.40
C -12.47 8.51 -1.21
O -11.99 9.41 -0.22
O -12.84 7.37 -0.63
C -13.50 9.29 -2.13
F -14.53 8.48 -2.45
F -14.06 10.36 -1.51
F -12.98 9.72 -3.30
C -11.06 10.40 -0.62
C -11.16 11.49 0.43
H -10.46 12.30 0.19
H -12.17 11.90 0.42
H -10.89 11.12 1.42
H -11.20 10.75 -1.64
H -10.04 10.00 -0.47
H -11.63 8.26 -1.91
B -12.36 5.21 2.11
H -12.90 5.00 1.09
H -13.14 5.73 2.79
H -12.01 4.24 2.58
H -11.47 5.89 1.91
C -10.10 6.08 5.58
C -10.85 7.26 5.00
O -10.13 7.67 3.85
O -10.83 5.32 6.53
H -9.23 6.49 6.11
H -9.72 5.44 4.77
H -10.76 8.11 5.68
H -11.87 6.94 4.75
H -9.79 6.88 3.42
H -10.18 4.82 7.04
C -6.67 4.93 5.46
C -5.16 5.01 5.63
O -4.85 6.08 6.50
O -7.30 4.27 6.56
H -6.99 4.66 4.46
H -6.97 5.99 5.44
H -4.78 5.17 4.61
H -4.66 4.07 5.90
H -3.91 6.14 6.65
H -7.07 4.86 7.29
C -4.85 8.20 3.40
O -4.46 8.52 4.75
H -5.90 8.47 3.25
H -4.26 8.78 2.69
H -4.64 7.13 3.27
H -4.81 7.80 5.28
C -10.56 5.42 -3.17
C -10.52 4.59 -1.88
C -9.25 3.77 -1.74
O -9.30 3.01 -0.56
C -8.46 1.89 -0.44
N -10.68 5.34 -0.61
H -9.81 6.20 -3.30
H -11.57 5.82 -3.21
H -10.56 4.68 -3.98
H -11.38 3.93 -1.88
H -8.39 4.46 -1.72
H -9.03 3.16 -2.63
H -8.58 1.24 -1.31
H -8.58 1.38 0.51
H -7.42 2.26 -0.43
H -9.84 5.93 -0.60
H -11.42 6.04 -0.84
C -3.22 2.59 -0.80
C -3.66 1.14 -0.83
C -4.39 0.72 0.47
O -4.93 -0.60 0.46
C -4.06 -1.58 -0.01
N -4.58 1.02 -1.97
H -2.70 2.84 -1.72
H -2.55 2.78 0.05
H -4.10 3.22 -0.63
H -2.84 0.42 -0.96
H -5.14 1.44 0.80
H -3.69 0.74 1.33
H -3.24 -1.79 0.69
H -3.62 -1.55 -1.01
H -4.62 -2.52 -0.06
H -4.63 0.09 -2.36
H -5.47 1.35 -1.63
```

The total charge is -1. Its HOMO-LUMO gap (spin up / spin down) is 0.22085 / 0.21126 Eh. The calculation puts the calculated total energy at -90820.599 eV. Its multiplicity is 4.

Results of the Mulliken charge analysis, in e, for atoms 1 through 5:
1 V 0.27
2 C -0.16
3 O -0.21
4 O -0.08
5 C 0.76

4.
Below is a 2-piece molecular cluster, C5H14N5O2 overall at a distorted geometry, with properties calculated with wB97M-V/def2-TZVPD.

Geometry as XYZ:
```
26
C5H14N5O2 wB97M-V/def2-TZVPD
C -0.33 -1.12 -1.31
C -0.34 -1.33 1.18
C -0.95 0.29 -1.24
C -0.94 0.14 1.19
C -2.33 1.65 0.04
N 3.73 0.14 0.15
N 0.40 -1.45 -0.08
N 1.64 -1.76 -0.29
N 2.56 0.06 -0.11
N -1.73 0.36 0.05
O 1.63 0.83 -0.24
O 4.26 1.47 0.21
H -1.01 -2.01 -1.41
H 0.38 -1.16 -2.03
H 0.32 -1.54 1.99
H -1.17 -2.15 1.17
H -0.17 1.19 -1.20
H -1.63 0.55 -2.04
H -1.58 0.20 2.18
H -0.16 0.88 1.09
H -3.07 1.72 -0.67
H -2.80 1.83 0.93
H -1.61 2.46 -0.16
H 2.11 -2.22 0.63
H -2.49 -0.31 -0.17
H 5.26 1.26 0.13
```

The total charge is +1. Its HOMO-LUMO gap (spin up / spin down) is 0.25270 / 0.29607 Eh. The calculation puts the calculated total energy at -16941.484 eV. Its multiplicity is 3.

Results of the Mulliken charge analysis, in e, for atoms 1 through 5:
1 C -0.99
2 C -0.77
3 C -0.46
4 C -0.40
5 C -1.02

5.
Below is one molecule with the formula C3H7N3S2 at a distorted geometry, with properties calculated with wB97M-V/def2-TZVPD.

Geometry as XYZ:
```
15
C3H7N3S2 wB97M-V/def2-TZVPD
S -2.53 1.21 -0.23
C -1.03 0.62 0.44
C -1.08 -0.90 0.49
C -0.01 -1.56 0.04
N 1.18 -0.94 -0.04
N 1.24 0.55 0.18
S 2.68 1.20 -0.27
N 0.04 1.13 -0.44
H -2.39 0.30 -1.15
H -0.75 1.20 1.38
H -2.02 -1.28 0.80
H -0.04 -2.57 -0.18
H 1.86 -1.28 -0.81
H 2.91 1.54 1.13
H -0.05 0.77 -1.36
```

The relative energy (zero: lowest compared OMol25 entry of this formula, charge and spin) is 100.2 kcal/mol. Its HOMO-LUMO gap is 0.32172 Eh. The calculation puts the calculated total energy at -29361.283 eV.

Results of the Mulliken charge analysis, in e, for atoms 1 through 5:
1 S -0.18
2 C -0.07
3 C -0.60
4 C -0.39
5 N -0.24

6.
Below is a 2-piece molecular cluster, C5H11NO overall at a distorted geometry, with properties calculated with wB97M-V/def2-TZVPD.

Geometry as XYZ:
```
18
C5H11NO wB97M-V/def2-TZVPD
C 0.97 -1.29 -0.50
C -0.29 -0.86 -0.56
C -1.37 -1.36 0.44
C -0.82 0.06 -1.63
H 1.53 -1.83 0.20
H 1.65 -1.06 -1.35
H -1.65 -0.56 1.13
H -2.32 -1.55 -0.06
H -0.82 -2.05 0.97
H -1.26 -0.31 -2.52
H 0.05 0.65 -1.98
H -1.65 0.53 -1.05
C 1.68 1.34 1.62
N 0.62 1.16 1.01
O 0.17 2.28 0.32
H 2.18 2.23 1.62
H 2.07 0.59 2.22
H -0.72 2.02 0.11
```

The relative energy (zero: lowest compared OMol25 entry of this formula, charge and spin) is 106.1 kcal/mol. Its HOMO-LUMO gap is 0.35228 Eh. The calculation puts the calculated total energy at -8897.098 eV.

Results of the Mulliken charge analysis, in e, for atoms 1 through 5:
1 C -1.06
2 C 1.18
3 C -1.43
4 C -1.38
5 H 0.37

7.
Below is a 2-piece molecular cluster, C5H12N2O overall at a distorted geometry, with properties calculated with wB97M-V/def2-TZVPD.

Geometry as XYZ:
```
20
C5H12N2O wB97M-V/def2-TZVPD
H 1.64 -0.69 -0.71
N 1.07 -1.53 -0.64
C -0.14 -1.33 -0.41
C -1.14 -2.45 -0.36
O -0.93 -0.09 -0.89
C -0.35 0.92 -1.68
H -1.52 -2.64 -1.37
H -2.00 -2.18 0.24
H -0.66 -3.36 -0.01
H -1.09 1.25 -2.41
H -0.28 1.80 -1.02
H 0.58 0.63 -2.18
H -1.65 0.73 2.01
N -0.92 1.36 1.70
C 0.21 0.85 1.49
C 1.46 1.61 1.24
H 0.37 -0.34 1.47
H 2.20 1.02 0.71
H 1.90 1.95 2.17
H 1.23 2.49 0.63
```

The relative energy (zero: lowest compared OMol25 entry of this formula, charge and spin) is 81.2 kcal/mol. Its HOMO-LUMO gap is 0.38000 Eh. The calculation puts the calculated total energy at -10404.902 eV.

Results of the Mulliken charge analysis, in e, for atoms 1 through 5:
1 H 0.25
2 N -0.58
3 C 0.73
4 C -1.25
5 O -0.30

8.
Below is C27H35N5O2OsS2Si as an isolated structure at a distorted geometry, with properties calculated with wB97M-V/def2-TZVPD.

Geometry as XYZ:
```
73
C27H35N5O2OsS2Si wB97M-V/def2-TZVPD
Os -0.91 -0.84 0.36
N -1.77 -2.43 1.38
C -1.73 -3.69 0.63
C -0.26 -3.84 0.31
N 0.13 -2.59 -0.37
H -1.34 -2.53 2.30
H -2.71 -2.06 1.53
H -2.33 -3.57 -0.27
H -2.13 -4.54 1.19
H -0.04 -4.73 -0.29
H 0.32 -3.91 1.24
H -0.19 -2.63 -1.34
H 1.13 -2.49 -0.42
S -3.28 -0.22 0.23
C -3.29 1.18 1.29
C -4.22 2.20 1.12
C -4.21 3.32 1.94
C -5.17 4.35 1.72
N -5.96 5.16 1.53
C -3.25 3.42 2.95
C -2.31 2.41 3.13
C -2.32 1.29 2.32
S -1.13 0.02 2.60
C -3.19 4.58 3.80
N -3.13 5.50 4.48
H -4.95 2.12 0.33
H -1.57 2.50 3.91
O -1.13 -2.16 -3.44
C -1.22 -1.02 -3.06
N -1.07 -0.62 -1.75
C -1.16 0.71 -1.65
O -0.92 1.11 -0.48
C -1.46 1.33 -2.96
C -1.63 2.62 -3.38
C -1.82 2.82 -4.75
C -1.83 1.75 -5.64
C -1.65 0.44 -5.19
C -1.47 0.25 -3.85
H -1.61 3.45 -2.69
H -1.95 3.82 -5.13
H -1.97 1.94 -6.69
H -1.65 -0.40 -5.88
C 1.56 1.54 1.47
Si 1.53 -0.17 0.68
C 2.58 -0.02 -0.96
C 2.49 -1.20 -1.94
C 2.19 1.24 -1.74
C 4.07 0.14 -0.60
C 2.48 -1.33 1.96
C 3.69 -0.60 2.57
C 2.99 -2.64 1.36
C 1.56 -1.70 3.13
H 2.49 2.05 1.25
H 1.46 1.45 2.55
H 0.74 2.16 1.12
H 1.48 -1.36 -2.30
H 2.87 -2.13 -1.51
H 3.11 -0.99 -2.82
H 1.29 1.09 -2.33
H 2.99 1.49 -2.45
H 2.04 2.11 -1.11
H 4.50 -0.78 -0.19
H 4.24 0.94 0.12
H 4.63 0.38 -1.51
H 4.53 -0.51 1.89
H 4.04 -1.17 3.44
H 3.43 0.40 2.93
H 3.71 -2.50 0.55
H 2.18 -3.27 0.98
H 3.49 -3.23 2.13
H 1.23 -0.82 3.69
H 2.11 -2.35 3.81
H 0.67 -2.23 2.80
```

The relative energy (zero: lowest compared OMol25 entry of this formula, charge and spin) is 29.4 kcal/mol. Its HOMO-LUMO gap is 0.24581 Eh. The calculation puts the calculated total energy at -72130.108 eV.

Results of the Mulliken charge analysis, in e, for atoms 1 through 5:
1 Os 3.02
2 N -0.21
3 C -0.99
4 C -0.52
5 N -0.89